Below is a 2-piece molecular cluster, C4H11NO2 overall, with properties calculated with ωB97M-V with the def2-TZVPD basis set.

Geometry (Å):
C1 1.983 0.775 -0.281
C2 0.516 1.099 -0.213
O1 0.179 2.234 -0.478
N1 -0.372 0.021 -0.185
C3 -1.717 0.310 0.321
C4 -0.372 -1.002 -1.258
H1 2.450 1.258 -1.147
H2 2.442 1.198 0.620
H3 2.245 -0.285 -0.263
H4 -2.339 1.068 -0.194
H5 -1.670 0.695 1.344
H6 -2.241 -0.643 0.392
H7 0.282 -0.605 -2.037
H8 0.141 -1.927 -0.949
H9 -1.424 -1.158 -1.498
O2 -0.258 -2.500 1.844
H10 0.489 -1.894 1.844
H11 -0.513 -2.513 0.917

* LUMO level: 0.664 eV
* SMILES: CC(=O)N(C)C.O
* Kohn-Sham gap: 9.93 eV